Below is a cluster of 2 separate species, C4H10NO3 in total at a distorted geometry, with properties calculated with ωB97M-V/def2-TZVPD.

Output
* HOMO level: -0.14158 Ha
* E: -438.93528 hartree
* relative energy (zero: lowest compared OMol25 entry of this formula, charge and spin): 31.3 kcal/mol
* net charge: -1
* 2S+1: 1
* gap between HOMO and LUMO: 7.8 eV

```
18
Properties=species:S:1:pos:R:3:forces:R:3
C 0.69825 1.46582 -0.74796 0.317 0.230 -1.010
N 0.39562 0.30448 -1.56781 -0.455 0.060 0.308
C 1.47231 -0.68821 -1.56829 -0.273 0.553 -0.085
C -0.88554 -0.27364 -1.17516 0.123 -0.390 0.480
C -1.02632 -0.84070 0.28928 0.232 -0.010 -0.144
O -2.13959 -1.34365 0.52515 0.016 0.082 0.073
O -0.01535 -0.75802 1.03729 -0.301 0.109 -0.050
H 0.87842 1.19347 0.28927 0.177 0.071 -0.227
H -0.09136 2.21993 -0.80758 -0.255 -0.283 0.096
H 1.54970 1.94562 -1.23851 0.316 0.076 0.504
H 1.60881 -1.03368 -2.58850 0.056 -0.399 -0.203
H 1.23297 -1.49730 -0.88739 0.190 -0.284 0.102
H 2.41488 -0.23545 -1.25671 -0.016 0.014 0.085
H -1.65088 0.48559 -1.29657 -0.244 0.105 -0.093
H -1.15208 -1.12228 -1.80928 0.089 0.136 -0.255
H 0.93171 1.39596 1.80806 -0.058 -0.165 0.608
H 0.05537 1.03461 2.97208 0.135 -0.198 -0.147
O 0.82730 1.57183 2.75720 -0.050 0.293 -0.040
```
Forces are in eV/Å.

***

Below is a cluster of 2 separate species, C4H10NO3 in total at a distorted geometry, with properties calculated with ωB97M-V/def2-TZVPD.

Output
* HOMO level: -0.13970 Ha
* E: -438.92764 hartree
* relative energy (zero: lowest compared OMol25 entry of this formula, charge and spin): 36.1 kcal/mol
* net charge: -1
* 2S+1: 1
* gap between HOMO and LUMO: 7.9 eV

```
18
Properties=species:S:1:pos:R:3:forces:R:3
O -0.50816 0.70581 -2.05911 -0.057 0.327 -0.632
C 0.00052 0.40849 -0.98258 -0.839 -0.211 2.258
O 1.02373 0.85461 -0.40743 -0.367 -0.025 -0.376
C -0.81336 -0.86107 -0.14510 1.706 1.300 -1.900
C 0.33110 -1.50285 0.65461 1.045 -2.851 -1.214
C 0.43150 -0.95476 2.06573 -0.204 -1.120 0.393
N -1.36689 -1.62491 -1.25832 -0.464 -2.113 1.011
H -1.67004 -0.69974 0.53132 0.568 0.838 -0.039
H 1.32565 -1.56892 0.12905 -0.851 1.371 0.228
H 0.23498 -2.63665 0.59972 -0.851 0.766 0.960
H 0.67274 0.08240 2.06626 -0.548 0.979 -0.271
H -0.55565 -1.18446 2.51760 0.637 0.543 0.300
H 1.24926 -1.32382 2.71460 -0.430 -0.645 -0.481
H -0.74896 -2.36558 -1.55301 0.092 0.097 -0.219
H -1.67842 -1.08442 -2.04576 0.517 0.577 0.062
H 0.19898 2.92941 0.68596 0.311 -0.272 0.071
H 1.05200 1.96069 1.47825 -0.246 0.519 -0.511
O 0.68902 2.86550 1.51690 -0.020 -0.081 0.360
```
Forces are in eV/Å.

***

Below is a cluster of 2 separate species, C4H10NO3 in total at a distorted geometry, with properties calculated with ωB97M-V/def2-TZVPD.

Output
* HOMO level: -0.13646 Ha
* E: -438.89035 hartree
* relative energy (zero: lowest compared OMol25 entry of this formula, charge and spin): 59.5 kcal/mol
* net charge: -1
* 2S+1: 1
* gap between HOMO and LUMO: 7.4 eV

```
18
Properties=species:S:1:pos:R:3:forces:R:3
O 1.93146 1.98008 0.52148 -0.317 -0.142 0.128
C 0.76358 2.00542 0.19696 0.887 0.402 0.037
C -0.36785 1.21095 0.79672 0.523 0.029 -0.800
C 0.14827 0.11179 1.69596 1.077 0.588 0.548
N -1.17836 0.76585 -0.34283 -0.125 0.310 1.004
C -0.44788 -0.21644 -1.21629 -0.514 -0.491 -0.720
O -1.03922 -1.42633 -1.22087 -0.116 0.414 -0.110
H 0.47122 2.71391 -0.59841 -0.340 -0.085 -0.112
H -0.88995 2.00551 1.35669 -0.298 -0.284 0.058
H 0.99553 0.48620 2.28798 -0.316 0.104 0.162
H 0.59514 -0.68575 1.13310 -0.142 -0.472 -0.506
H -0.58889 -0.30233 2.35373 -0.567 -0.170 0.280
H -1.92632 0.22497 0.08513 -0.110 -0.153 -0.495
H -0.41751 0.27271 -2.22532 -0.057 -0.205 0.201
H 0.60977 -0.26553 -0.89630 0.254 0.204 0.215
H 1.04587 -3.06526 0.00796 0.043 0.109 -0.047
H -0.33907 -2.58824 -0.64823 0.312 -0.073 0.193
O 0.17566 -3.39616 -0.21867 -0.196 -0.084 -0.035
```
Forces are in eV/Å.

***

Below is the ion C4H10NO3 with charge +1 at a distorted geometry, with properties calculated with ωB97M-V/def2-TZVPD.

Output
* HOMO level: -0.49064 Ha
* E: -438.53570 hartree
* relative energy (zero: lowest compared OMol25 entry of this formula, charge and spin): 79.5 kcal/mol
* net charge: +1
* 2S+1: 1
* gap between HOMO and LUMO: 10.0 eV

```
18
Properties=species:S:1:pos:R:3:forces:R:3
C -1.47493 -0.40427 1.01046 -0.015 -2.295 -0.834
N -0.11694 0.07311 0.90333 0.859 -1.576 -4.414
C 0.77469 -0.70261 1.73404 -1.864 -1.976 0.157
C 0.36989 -0.13396 -0.78909 -1.765 2.898 2.626
O 0.58570 -1.38304 -1.00396 3.672 -2.339 -0.538
C 0.10104 0.90569 -1.61129 1.219 0.301 1.114
O 0.23340 0.74313 -2.93406 -0.502 0.591 -0.410
O -0.23215 2.11607 -1.02187 -0.002 -2.212 0.194
H -1.94638 -0.21195 1.97777 0.552 -0.892 0.251
H -2.09038 0.11134 0.34793 -0.876 1.077 -1.400
H -1.34725 -1.45683 0.55333 -1.114 1.231 1.551
H -0.07729 1.00808 1.11112 0.403 3.070 0.379
H 0.46078 -1.81569 1.47525 0.958 2.195 1.333
H 1.77433 -0.53400 1.43295 1.104 0.256 0.143
H 0.49084 -0.29250 2.72135 0.841 -1.231 0.095
H 1.62629 -1.59661 -0.99210 -3.249 0.488 -0.080
H 1.10418 0.66319 -3.37308 -0.347 0.194 0.901
H -0.23581 2.91084 -1.54208 0.127 0.221 -1.070
```
Forces are in eV/Å.

***

Below is the ion C4H10NO3 with charge +1 at a distorted geometry, with properties calculated with ωB97M-V/def2-TZVPD.

Output
* HOMO level: -0.46389 Ha
* E: -438.57733 hartree
* relative energy (zero: lowest compared OMol25 entry of this formula, charge and spin): 53.4 kcal/mol
* net charge: +1
* 2S+1: 1
* gap between HOMO and LUMO: 9.1 eV

```
18
Properties=species:S:1:pos:R:3:forces:R:3
C -2.41567 1.20172 -0.46862 3.143 1.286 1.124
C -1.86892 -0.16680 -0.26764 0.251 -1.052 -0.528
C -0.62473 -0.47366 0.04576 0.361 -0.897 0.728
O -0.01469 -1.71134 0.30906 1.336 2.995 -0.774
O 0.33200 0.49267 0.20731 2.135 0.127 1.313
C 1.59106 0.12535 0.83089 -1.553 0.173 -3.393
N 2.32698 -0.62769 -0.47186 -1.494 -1.739 1.957
O 2.33020 1.16864 1.08036 0.072 2.940 -2.664
H -3.44783 1.22700 -0.38596 -1.980 -0.054 -0.386
H -2.00464 1.67740 -1.39562 -0.688 -0.313 0.735
H -2.06023 1.80680 0.42598 -0.283 -0.322 -1.196
H -2.47631 -1.02276 -0.50829 -0.340 -0.188 0.113
H -0.62493 -2.38476 0.38951 -2.297 -2.232 0.256
H 1.59945 -0.51131 1.65696 -0.480 -1.379 1.013
H 2.19885 -1.67122 -0.38296 -0.508 1.279 -0.509
H 3.31404 -0.51755 -0.30406 0.615 0.819 -0.891
H 1.80435 -0.22673 -1.28262 1.265 -0.494 0.383
H 2.22928 1.76474 0.22288 0.444 -0.946 2.720
```
Forces are in eV/Å.

***

Below is a cluster of 2 separate species, C4H10NO3P in total at a distorted geometry, with properties calculated with ωB97M-V/def2-TZVPD.

Output
* HOMO level (spin up / spin down): -0.33558 / -0.33556 Ha
* E: -780.03386 hartree
* relative energy (zero: lowest compared OMol25 entry of this formula, charge and spin): 150.5 kcal/mol
* 2S+1: 1
* gap between HOMO and LUMO (spin up / spin down): 6.7 / 6.7 eV

```
19
Properties=species:S:1:pos:R:3:forces:R:3
C 0.31285 -2.49623 -0.33238 0.071 -0.011 -0.104
C -2.32021 1.98623 -0.26233 -0.020 -0.099 -0.120
C -0.35376 -1.27039 0.28080 0.307 0.034 -0.301
C -0.96322 1.49000 0.24334 0.243 -0.218 -0.122
N 3.20805 0.29630 0.08950 0.039 -0.527 -0.051
O 2.03273 0.84550 -0.09814 -0.995 1.178 0.009
O 3.27243 -0.89654 -0.12472 0.265 -1.002 -0.146
O 4.17021 0.95785 0.47327 -1.397 0.204 -0.348
P -0.35189 0.16010 -0.86058 1.714 0.139 1.415
H 0.24513 -3.34363 0.34553 -0.038 -0.056 0.037
H -0.15591 -2.77325 -1.27563 -0.036 -0.064 -0.043
H 1.36619 -2.29025 -0.51190 0.031 0.006 -0.014
H -2.64913 2.84810 0.31474 0.016 -0.009 0.040
H -2.25999 2.28239 -1.30755 -0.079 0.055 -0.085
H -3.07430 1.20577 -0.16803 -0.121 0.042 -0.027
H 0.16222 -0.97856 1.20062 -0.145 0.163 -0.043
H -1.39995 -1.48169 0.53835 -0.107 0.201 -0.016
H -1.02281 1.17219 1.28538 0.138 -0.062 -0.091
H -0.21864 2.28614 0.16973 0.116 0.025 0.009
```
Forces are in eV/Å.